[1]
Formula: C6H10O3S
Source: the Open Molecules 2025 dataset
Level of theory: the ωB97M-V functional and the def2-TZVPD basis

Last columns: bonded neighbours and bond lengths (Å).
Atoms and positions in Å:
1 S 1.8400 0.7257 0.7413  O4 1.453, C6 1.832, C10 1.843
2 O 0.5393 -0.4796 -1.2581  C5 1.350, C6 1.355
3 O -1.2248 1.6142 1.5139  C7 1.245
4 O 3.1330 0.0946 0.5360  S1 1.453
5 C 0.4498 -1.3277 -0.2119  O2 1.350, C8 1.463, C10 1.560, H19 1.115
6 C 1.1175 0.7046 -0.9425  S1 1.832, O2 1.355, H12 1.099
7 C -1.5086 1.6955 0.3040  O3 1.245, C9 1.354, H17 1.026
8 C -0.7492 -2.1663 -0.2073  C5 1.463, H11 1.130, H14 1.117, H20 1.104
9 C -0.9320 2.5642 -0.5592  C7 1.354, H13 1.036, H16 1.026
10 C 0.6455 -0.6130 1.1609  S1 1.843, C5 1.560, H15 1.067, H18 1.101
11 H -0.5416 -3.2737 -0.1259  C8 1.130
12 H 1.5943 1.2031 -1.7983  C6 1.099
13 H -0.2600 3.2517 -0.1733  C9 1.036
14 H -1.3386 -1.9065 0.7051  C8 1.117
15 H 0.8860 -1.3532 1.8907  C10 1.067
16 H -1.1350 2.4633 -1.5597  C9 1.026
17 H -2.1826 0.9918 -0.0165  C7 1.026
18 H -0.3420 -0.1583 1.3330  C10 1.101
19 H 1.4150 -1.8850 -0.2375  C5 1.115
20 H -1.4059 -2.1453 -1.0948  C8 1.104

Properties
E_HOMO   -8.064 eV
Energy   -23356.05032 eV
Relative energy (zero: lowest compared OMol25 entry of this formula, charge and spin)   4.6241 eV
E_LUMO   -1.6 eV

Atomic partial charges in e from the Löwdin method, atoms 1 to 5: atom 1 (S): 0.9633, atom 2 (O): -0.0385, atom 3 (O): -0.0819, atom 4 (O): -0.5001, atom 5 (C): -0.4985



[2]
Formula: C14H51ClN3O14
Source: the Open Molecules 2025 dataset
Level of theory: the ωB97M-V functional and the def2-TZVPD basis

Last columns: bonded neighbours and bond lengths (Å).
Atoms and positions in Å:
1 Cl -16.0779 -13.9873 4.5143  O7 1.462, O12 1.441, O13 1.448, O15 1.429
2 O -13.0093 -12.7867 2.6868  C30 1.411, H69 0.965
3 O -15.5027 -18.6825 4.1058  H37 0.961, H78 0.962
4 O -17.3014 -17.8430 6.9205  H73 0.967, H80 0.960
5 O -14.6479 -11.5482 -0.4394  C22 1.399, C27 1.414
6 O -14.4749 -16.5736 6.5452  H60 0.963, H81 0.961
7 O -14.8878 -13.4812 5.1964  Cl1 1.462
8 O -15.7246 -9.9726 3.4140  H34 0.961, H67 0.965
9 O -12.7640 -14.6878 7.6851  H77 0.964, H79 0.961
10 O -21.4628 -12.5046 1.3616  C19 1.413, C26 1.418
11 O -16.9145 -8.8511 7.7866  C24 1.416, C25 1.402
12 O -17.0502 -14.3727 5.5049  Cl1 1.441
13 O -16.6115 -12.9082 3.7096  Cl1 1.448
14 O -18.7075 -15.4324 7.7862  H61 0.960, H83 0.966
15 O -15.7243 -15.1013 3.6922  Cl1 1.429
16 N -13.6267 -7.9877 -0.1953  C20 1.467, H58 1.012, H64 1.013
17 N -19.1227 -14.8732 2.9954  C29 1.453, H57 1.019, H82 1.018
18 N -14.0288 -10.6666 6.4179  C23 1.513, H48 1.020, H51 1.019
19 C -20.6197 -11.4388 0.9739  O10 1.413, H33 1.094, H44 1.093, H50 1.094
20 C -14.5180 -9.0931 -0.5630  N16 1.467, C27 1.509, C28 1.510, H38 1.107
21 C -11.0519 -12.1019 3.9484  C30 1.512, H35 1.094, H56 1.089, H66 1.096
22 C -15.6797 -11.8496 0.4558  O5 1.399, H36 1.104, H45 1.093, H62 1.091
23 C -15.3659 -10.5147 7.1100  N18 1.513, C24 1.512, C31 1.515, H41 1.092
24 C -15.8241 -9.0873 6.9147  O11 1.416, C23 1.512, H40 1.099, H47 1.102
25 C -17.7087 -7.7605 7.4037  O11 1.402, H71 1.092, H75 1.100, H76 1.095
26 C -20.9132 -13.3778 2.3338  O10 1.418, C29 1.523, H54 1.091, H70 1.100
27 C -13.9470 -10.3878 -0.0386  O5 1.414, C20 1.509, H49 1.102, H74 1.094
28 C -14.7924 -9.1103 -2.0477  C20 1.510, H43 1.088, H52 1.094, H55 1.095
29 C -19.5972 -14.0224 1.9176  N17 1.453, C26 1.523, C32 1.523, H63 1.101
30 C -12.3497 -11.6944 3.2894  O2 1.411, C21 1.512, H42 1.096, H72 1.097
31 C -15.1493 -10.8802 8.5641  C23 1.515, H46 1.087, H59 1.093, H68 1.094
32 C -19.8135 -14.8706 0.6715  C29 1.523, H39 1.091, H53 1.093, H65 1.094
33 H -20.0512 -11.7289 0.0853  C19 1.094
34 H -16.6184 -9.8478 3.0840  O8 0.961
35 H -11.2330 -12.7888 4.7807  C21 1.094
36 H -16.5053 -11.1175 0.4753  C22 1.104
37 H -15.5698 -19.4682 3.5564  O3 0.961
38 H -15.4906 -8.9209 -0.0636  C20 1.107
39 H -20.3250 -14.3204 -0.1195  C32 1.091
40 H -16.1641 -8.9348 5.8808  C24 1.099
41 H -16.0366 -11.2098 6.6011  C23 1.092
42 H -12.1534 -10.9173 2.5419  C30 1.096
43 H -15.7004 -9.6254 -2.3541  C28 1.088
44 H -19.9647 -11.0637 1.7646  C19 1.093
45 H -16.1831 -12.7715 0.1539  C22 1.093
46 H -14.5547 -11.7864 8.6409  C31 1.087
47 H -14.9911 -8.3800 7.0564  C24 1.102
48 H -14.0067 -9.9946 5.6508  N18 1.020
49 H -12.9611 -10.4952 -0.5184  C27 1.102
50 H -21.2616 -10.5998 0.6888  C19 1.094
51 H -14.0884 -11.5536 5.9188  N18 1.019
52 H -14.8636 -8.0864 -2.4262  C28 1.094
53 H -20.3980 -15.7525 0.9459  C32 1.093
54 H -21.6664 -14.1590 2.4464  C26 1.091
55 H -13.9700 -9.5993 -2.5813  C28 1.095
56 H -10.3630 -12.5615 3.2413  C21 1.089
57 H -18.9360 -14.2984 3.8162  N17 1.019
58 H -13.9478 -7.1302 -0.6256  N16 1.012
59 H -16.1044 -10.9843 9.0849  C31 1.093
60 H -13.7127 -16.4170 7.1123  O6 0.963
61 H -19.0570 -14.9623 8.5466  O14 0.960
62 H -15.3559 -11.9929 1.4881  C22 1.091
63 H -18.8939 -13.2144 1.6631  C29 1.101
64 H -13.6490 -7.8431 0.8070  N16 1.013
65 H -18.8794 -15.2514 0.2488  C32 1.094
66 H -10.5336 -11.2595 4.4204  C21 1.096
67 H -15.6055 -10.9302 3.4297  O8 0.965
68 H -14.6369 -10.0700 9.0907  C31 1.094
69 H -13.5415 -13.2284 3.3602  O2 0.965
70 H -20.7577 -12.8636 3.2935  C26 1.100
71 H -17.0830 -6.8804 7.2375  C25 1.092
72 H -13.0262 -11.1883 3.9897  C30 1.097
73 H -17.7087 -16.9693 7.0018  O4 0.967
74 H -13.7409 -10.3844 1.0354  C27 1.094
75 H -18.3768 -8.0170 6.5681  C25 1.100
76 H -18.4314 -7.5544 8.2004  C25 1.095
77 H -12.8813 -13.9499 7.0765  O9 0.964
78 H -16.0665 -18.0267 3.6839  O3 0.962
79 H -12.6029 -14.2831 8.5418  O9 0.961
80 H -18.0082 -18.4258 6.6324  O4 0.960
81 H -14.7289 -15.6930 6.2556  O6 0.961
82 H -18.1826 -15.1965 2.7761  N17 1.018
83 H -18.5330 -14.7522 7.1229  O14 0.966

Properties
E_HOMO   -6.994 eV
Energy   -60996.71390 eV
Net charge   -1
E_LUMO   2.2 eV

Atomic partial charges in e from the Löwdin method, atoms 1 to 5: atom 1 (Cl): 0.6548, atom 2 (O): -0.0658, atom 3 (O): -0.0532, atom 4 (O): -0.0681, atom 5 (O): -0.1570



[3]
Formula: C2H11NO3
Source: the Open Molecules 2025 dataset
Level of theory: the ωB97M-V functional and the def2-TZVPD basis

Last columns: bonded neighbours and bond lengths (Å).
Atoms and positions in Å:
1 O 0.3534 1.7090 2.0242  H11 0.997, H12 0.989
2 O -2.0900 0.5335 1.1591  H16 0.920, H17 1.023
3 O -1.5493 -1.5448 -0.7044  C5 1.426, H7 1.036
4 N 1.9331 -0.3250 -1.3454  C6 1.463, H9 1.013, H10 1.005
5 C -0.1303 -1.4825 -0.5792  O3 1.426, C6 1.545, H8 1.136, H15 1.166
6 C 0.4710 -0.3017 -1.3728  N4 1.463, C5 1.545, H13 1.123, H14 1.109
7 H -1.9033 -0.7919 -0.0875  O3 1.036
8 H 0.2522 -2.4369 -1.0630  C5 1.136
9 H 2.3015 -0.3295 -0.4021  N4 1.013
10 H 2.3195 0.5045 -1.7605  N4 1.005
11 H 0.5469 2.6520 2.2824  O1 0.997
12 H 1.0182 1.4778 1.3291  O1 0.989
13 H 0.0106 0.6348 -0.9567  C6 1.123
14 H 0.2099 -0.4157 -2.4448  C6 1.109
15 H 0.1899 -1.3673 0.5363  C5 1.166
16 H -2.6924 0.5174 1.8539  O2 0.920
17 H -1.2407 0.9662 1.5315  O2 1.023

Properties
E_HOMO   -9.377 eV
Energy   -9884.46841 eV
SMILES   NCCO.O.O
Relative energy (zero: lowest compared OMol25 entry of this formula, charge and spin)   0.7314 eV
E_LUMO   0.1 eV

Atomic partial charges in e from the Löwdin method, atoms 1 to 5: atom 1 (O): -0.0774, atom 2 (O): -0.0576, atom 3 (O): -0.1296, atom 4 (N): -0.0207, atom 5 (C): -0.2962